[1]
Entry from the OMol25 dataset: a cluster of 2 separate species, C4H13N2O in total (ωB97M-V with the def2-TZVPD basis set).

- Relative energy (zero: lowest compared OMol25 entry of this formula, charge and spin): 2.284 eV
- DFT total energy: -9379.29995 eV
- Net charge: +1
- Orbital gap: 9.171 eV
- E_HOMO: -12.233 eV
- 2S+1: 1

Last column: Löwdin charge in e.
Cartesian coordinates (Å):
C -0.39 -0.97 -1.49  -0.125
C 0.84 -1.18 -0.70  -0.154
C 1.05 -0.01 0.23  -0.458
C 0.96 1.22 -0.23  0.017
N 1.15 -0.34 1.58  0.116
N -1.54 -0.67 -0.50  0.208
H -0.47 -0.23 -2.29  0.135
H -0.81 -1.79 -2.06  0.126
H 0.99 -2.20 -0.33  0.135
H 1.77 -1.28 -1.27  0.145
H 1.14 2.06 0.42  0.065
H 0.98 1.46 -1.29  0.081
H 1.41 0.45 2.16  0.102
H 1.71 -1.18 1.62  0.103
H -1.24 -1.00 0.42  0.153
H -1.65 0.34 -0.35  0.133
H -2.40 -1.08 -0.86  0.166
H -1.52 1.89 2.29  0.064
H -0.75 2.67 1.29  0.055
O -1.22 1.83 1.38  -0.065

***

[2]
Entry from the OMol25 dataset: a cluster of 2 separate species, C4H13N2O in total (ωB97M-V with the def2-TZVPD basis set).

- Relative energy (zero: lowest compared OMol25 entry of this formula, charge and spin): 1.139 eV
- DFT total energy: -9380.44441 eV
- Net charge: +1
- Orbital gap: 11.637 eV
- E_HOMO: -14.849 eV
- 2S+1: 1

Last column: Löwdin charge in e.
Cartesian coordinates (Å):
C 1.24 -1.88 -0.81  -0.105
C 0.78 -1.14 0.42  -0.242
C -0.72 -1.15 0.68  -0.145
N -1.30 1.81 0.82  0.201
C -1.56 1.04 -0.20  -0.151
N -1.55 -0.27 -0.19  0.062
H 0.66 -1.64 -1.71  0.073
H 2.30 -1.70 -0.99  0.083
H 1.12 -2.98 -0.71  0.088
H 1.15 -0.10 0.31  0.093
H 1.23 -1.58 1.32  0.126
H -0.83 -0.63 1.66  0.119
H -1.23 -2.10 0.81  0.139
H -1.33 2.80 0.63  0.137
H -0.94 1.55 1.73  0.139
H -1.92 1.44 -1.18  0.183
H -1.95 -0.67 -1.03  0.158
H 1.77 1.75 -0.95  0.053
H 1.85 3.08 -0.17  0.055
O 1.24 2.38 -0.43  -0.063

***

[3]
Entry from the OMol25 dataset: a cluster of 2 separate species, C4H13N2O in total (ωB97M-V with the def2-TZVPD basis set).

- Relative energy (zero: lowest compared OMol25 entry of this formula, charge and spin): 2.304 eV
- DFT total energy: -9379.27970 eV
- Net charge: +1
- Orbital gap: 11.118 eV
- E_HOMO: -13.982 eV
- 2S+1: 1

Last column: Löwdin charge in e.
Cartesian coordinates (Å):
C -0.09 -0.03 -1.68  -0.096
C 1.13 -0.40 -0.87  -0.168
C 0.90 -1.34 0.32  -0.192
C 0.43 -0.72 2.56  0.009
N 0.14 -0.56 1.34  -0.069
N -1.43 -0.10 -0.85  0.167
H -0.30 -0.62 -2.57  0.130
H -0.10 1.01 -1.96  0.107
H 1.86 -0.96 -1.44  0.124
H 1.72 0.46 -0.56  0.124
H 0.17 -2.15 0.08  0.131
H 1.75 -1.85 0.79  0.120
H 1.27 -1.39 2.81  0.087
H 0.28 -0.05 3.39  0.084
H -1.94 0.73 -1.14  0.133
H -2.02 -0.90 -1.06  0.157
H -1.06 -0.10 0.14  0.080
H -0.57 3.31 -0.38  0.056
H -1.14 3.06 0.95  0.061
O -0.97 2.59 0.12  -0.046

***

[4]
Entry from the OMol25 dataset: a cluster of 2 separate species, C4H13N2O in total (ωB97M-V with the def2-TZVPD basis set).

- Relative energy (zero: lowest compared OMol25 entry of this formula, charge and spin): 1.539 eV
- DFT total energy: -9380.04425 eV
- Net charge: +1
- Orbital gap: 9.502 eV
- E_HOMO: -12.567 eV
- 2S+1: 1

Last column: Löwdin charge in e.
Cartesian coordinates (Å):
C -1.13 1.27 -0.11  -0.119
C -1.42 -0.22 0.05  -0.142
C -0.29 -1.05 0.63  -0.453
C 0.36 -1.96 -0.14  0.032
N 0.09 -0.73 1.95  0.105
N -0.08 1.43 -1.23  0.164
H -0.69 1.70 0.80  0.132
H -1.99 1.85 -0.48  0.133
H -2.29 -0.26 0.75  0.142
H -1.66 -0.62 -1.00  0.141
H 0.10 -2.11 -1.17  0.063
H 1.09 -2.68 0.23  0.079
H 3.11 0.83 0.02  0.090
H -0.79 -0.67 2.45  0.107
H 0.80 -1.39 2.24  0.103
H 0.02 2.39 -1.57  0.162
H -0.47 0.95 -2.05  0.155
H 0.91 1.05 -1.05  0.105
H 2.05 -0.30 0.06  0.035
O 2.29 0.53 -0.38  -0.033

***

[5]
Entry from the OMol25 dataset: the ion C4H13N2O with charge +2 (ωB97M-V with the def2-TZVPD basis set).

- Relative energy (zero: lowest compared OMol25 entry of this formula, charge and spin): 2.646 eV
- DFT total energy: -9366.35536 eV
- Net charge: +2
- Expectation value of S²: 0.754
- Orbital gap (spin up / spin down): 12.132 / 5.398 eV
- E_HOMO (spin up / spin down): -18.865 / -18.803 eV
- 2S+1: 2

Last column: Löwdin charge in e.
Cartesian coordinates (Å):
N -0.66 0.69 -1.82  0.063
C -0.06 -0.07 -0.73  -0.342
C 0.76 0.81 0.24  -0.092
C 1.32 0.03 1.43  -0.124
O 2.60 0.35 1.84  0.291
C -1.20 -0.83 0.04  -0.085
N -2.40 -0.96 -0.85  0.187
H -3.28 -0.84 -0.34  0.179
H -0.11 0.54 -2.67  0.122
H -0.55 1.69 -1.68  0.113
H 0.61 -0.84 -1.12  0.159
H 0.11 1.61 0.55  0.140
H 1.61 1.24 -0.30  0.143
H 1.34 -1.06 1.28  0.183
H 0.77 0.24 2.40  0.239
H 2.91 1.23 1.50  0.211
H -0.93 -1.84 0.36  0.141
H -1.54 -0.26 0.92  0.141
H -2.30 -0.23 -1.59  0.146
H -2.44 -1.87 -1.33  0.186

***

[6]
Entry from the OMol25 dataset: the ion C4H13N2O with charge +2 (ωB97M-V with the def2-TZVPD basis set).

- Relative energy (zero: lowest compared OMol25 entry of this formula, charge and spin): 2.892 eV
- DFT total energy: -9366.10980 eV
- Net charge: +2
- Expectation value of S²: 0.754
- Orbital gap (spin up / spin down): 11.470 / 6.164 eV
- E_HOMO (spin up / spin down): -18.663 / -18.653 eV
- 2S+1: 2

Last column: Löwdin charge in e.
Cartesian coordinates (Å):
N -0.38 1.65 -0.02  0.219
C -0.59 0.27 0.52  -0.256
C -2.08 -0.04 0.57  -0.277
O -2.66 1.09 1.05  -0.028
C 0.21 -0.78 -0.31  -0.062
N 1.63 -0.72 0.19  0.155
C 2.63 -0.92 -0.87  0.000
H 0.59 1.87 -0.24  0.175
H -0.62 2.28 0.80  0.202
H -1.00 1.94 -0.81  0.211
H -0.17 0.36 1.62  0.210
H -2.25 -0.88 1.28  0.155
H -2.43 -0.51 -0.40  0.166
H -3.60 1.09 0.60  0.206
H -0.19 -1.72 0.03  0.155
H 0.27 -0.72 -1.46  0.186
H 1.72 -1.31 1.01  0.179
H 2.69 -0.18 -1.66  0.113
H 2.58 -1.85 -1.44  0.152
H 3.66 -0.90 -0.44  0.138

***

[7]
Entry from the OMol25 dataset: a cluster of 2 separate species, C4H13N2O2 in total (ωB97M-V with the def2-TZVPD basis set).

- Relative energy (zero: lowest compared OMol25 entry of this formula, charge and spin): 1.649 eV
- DFT total energy: -11427.82541 eV
- Net charge: +1
- Orbital gap: 11.143 eV
- E_HOMO: -14.244 eV
- 2S+1: 1

Last column: Löwdin charge in e.
Cartesian coordinates (Å):
O 1.59 -0.94 -1.23  0.091
C 0.40 -1.19 -1.33  -0.521
N -0.09 -2.33 -1.87  0.193
C -0.63 -0.12 -0.95  -0.017
N -0.27 0.45 0.42  0.053
C 1.01 1.32 0.35  -0.142
C 0.66 2.74 0.71  -0.071
H -0.92 -2.80 -1.54  0.115
H 0.65 -2.95 -2.17  0.124
H -0.53 0.74 -1.61  0.143
H -1.64 -0.48 -0.87  0.129
H -0.07 -0.37 0.98  0.112
H -1.05 0.91 0.89  0.170
H 1.36 1.21 -0.66  0.110
H 1.64 0.91 1.11  0.131
H -0.16 3.09 0.09  0.079
H 1.31 3.47 0.23  0.098
H 0.30 2.94 1.71  0.091
H -0.94 -2.75 1.47  0.075
H -1.54 -2.04 2.57  0.076
O -1.10 -1.83 1.73  -0.039

***

[8]
Entry from the OMol25 dataset: a cluster of 3 separate species, C4H13N2O2 in total (ωB97M-V with the def2-TZVPD basis set).

- Relative energy (zero: lowest compared OMol25 entry of this formula, charge and spin): 6.801 eV
- DFT total energy: -11422.67313 eV
- Net charge: +1
- Orbital gap: 4.907 eV
- E_HOMO: -12.782 eV
- 2S+1: 1

Last column: Löwdin charge in e.
Cartesian coordinates (Å):
O -2.60 0.31 -1.15  0.217
C -2.83 -0.60 -0.48  0.208
C 0.66 0.27 -0.80  -0.231
C -0.06 1.25 0.05  -0.212
C -0.67 0.72 1.34  -0.262
N 0.17 -0.16 2.16  0.050
N -0.10 -1.02 -0.93  0.054
H -2.27 -1.60 -0.41  0.185
H 0.93 0.73 -1.77  0.136
H 0.47 2.22 0.16  0.141
H -1.00 1.59 -0.51  0.107
H -1.09 1.58 1.93  0.145
H -1.55 0.09 1.04  0.061
H 0.10 -1.13 1.85  0.085
H 4.32 -0.37 -1.07  0.047
H 0.19 -0.05 3.16  0.084
H -1.02 -0.96 -1.40  0.015
H 0.51 -1.63 -1.44  0.094
H 4.51 -1.20 0.17  0.042
H 1.60 0.03 -0.31  0.094
O 4.00 -0.45 -0.16  -0.060